Entry 1:
Density functional theory data (ωB97M-V with the def2-TZVPD basis set) for C28H42Cl2FNO4PbS3Si3 as an isolated structure.

Atoms and positions in Å:
O 1.84 -1.61 0.95
H -5.16 -1.64 1.69
C 3.34 -2.77 -3.74
C -3.71 3.06 -0.64
Si 1.69 -2.86 -0.13
H -3.96 2.99 0.42
H 1.18 -2.29 2.80
C 0.66 -4.20 0.65
H -0.51 -2.20 -4.83
C -1.41 3.67 0.24
H -3.21 1.83 -3.68
C 1.00 -2.12 -1.73
H 4.42 -0.27 -2.33
H -4.26 -2.97 3.48
C -2.24 1.52 -3.27
H 3.80 -3.83 0.64
C -0.20 4.40 -0.36
H 0.33 -4.96 -0.06
H -5.58 2.17 -1.15
Cl 0.12 -0.59 -1.27
C -5.03 3.38 -2.77
S -4.15 4.55 -3.66
H 3.46 -0.58 -0.87
H 1.23 -1.08 -5.15
H -3.85 7.19 2.86
H 2.25 -0.88 2.81
H 2.93 -2.50 2.50
C -3.16 6.42 2.54
H 1.76 6.81 -2.02
H 1.39 3.06 0.14
F 0.87 1.20 3.39
Cl -1.65 2.96 -2.43
Pb -0.30 0.63 1.65
C 1.34 5.98 -1.48
H 0.70 0.16 -4.01
S -3.37 5.66 1.03
C -2.29 -2.52 2.77
O -3.17 -0.32 0.33
H 3.82 -3.44 -3.03
H 3.01 0.73 -1.95
H -1.69 -2.69 -0.42
H -1.49 -1.24 -3.72
C -3.71 -3.06 2.55
H -2.74 -3.18 -1.73
C 3.39 -3.62 -0.35
C -2.00 4.65 1.27
C 2.07 -1.85 2.34
H -2.07 -2.82 -4.27
O -0.96 2.55 0.89
C -2.42 3.36 -0.87
C 1.99 4.89 -0.98
C -2.09 5.92 3.22
H 2.73 -3.38 -4.42
S -0.34 5.91 -1.18
C -3.12 -1.20 1.17
C 0.28 -4.78 -3.08
C 3.41 -0.29 -1.92
O -1.50 -3.04 3.55
H -4.46 -2.73 0.50
H 3.35 -4.56 -0.90
H -2.41 0.78 -2.48
H 3.05 4.74 -1.06
N -2.06 -1.43 1.99
H 2.31 0.24 -4.71
Si 2.30 -1.42 -2.93
H 4.09 -2.95 -0.86
H -0.22 -3.79 1.15
C 1.10 3.99 -0.33
H -5.96 3.05 -3.23
C -4.80 2.82 -1.54
H -1.80 -4.40 -0.86
H -0.53 -5.47 -3.31
H 0.92 -5.25 -2.33
C -1.18 -2.26 -3.97
H 1.27 -4.70 1.41
H -3.65 -4.13 2.30
C -1.42 4.90 2.48
H 0.87 -4.65 -3.99
C -4.26 -2.19 1.43
C 1.55 -0.44 -4.32
H 4.11 -2.28 -4.34
Si -0.42 -3.12 -2.51
C -1.78 -3.39 -1.25
H -0.55 4.36 2.82
H -1.79 6.25 4.20

For the highest occupied orbital energy, the calculation gives -0.04062 hartree. As for the calculated total energy: -4724.08650 Eh. As for the net charge: -2. The calculation puts the maximum force at 0.32 eV/Å. The value obtained for the frontier orbital gap is 4.977 eV. As for the energy relative to the best compared isomer or geometry (same formula, charge and spin): 109.64 kcal/mol. The LUMO energy comes out at 3.87 eV. Its spin multiplicity is 1.

Entry 2:
Density functional theory data (ωB97M-V with the def2-TZVPD basis set) for C28H42F6O21P as an isolated structure.

Atoms and positions in Å:
O -0.74 2.47 -6.06
C 0.96 -2.87 4.44
H -1.52 3.38 -2.46
O -2.13 -1.15 -3.62
O -1.55 1.14 4.16
F -0.73 0.90 -0.99
H 2.50 -2.28 2.03
H 0.93 0.95 5.67
H -1.73 1.43 -0.30
H -1.64 1.36 2.25
H 2.73 1.80 -1.86
H 1.62 -0.53 2.65
C 0.88 -1.31 2.82
O -1.61 3.36 4.07
F 1.44 -0.68 0.96
F -0.86 -0.40 1.01
C -3.57 -1.25 -2.20
H -1.26 -0.39 -0.91
C -1.08 2.24 3.90
H -0.99 -0.78 4.15
H -0.74 2.88 2.21
H -3.76 2.08 -2.01
C -0.74 0.09 3.55
P 0.35 0.08 -0.02
H 2.41 -4.10 -2.39
C 0.82 -3.16 0.99
H 0.11 2.34 -2.00
H -0.01 -1.14 2.23
H -0.26 -3.33 1.10
H 3.56 -1.24 0.08
H -0.20 0.72 -2.79
O 0.25 2.10 3.41
H -2.06 -1.35 1.53
C -1.68 2.39 -2.89
H 2.35 1.10 4.63
C -0.96 -1.52 -3.37
C -3.61 3.14 1.39
O -2.70 2.93 2.31
O -2.90 -2.45 -1.89
C 3.05 1.85 -0.82
C 1.38 -4.07 -2.75
H -3.65 -0.79 1.04
O 0.18 2.35 -4.08
H 0.11 2.71 -0.50
C 3.75 0.73 -0.15
C -2.00 -2.33 -0.91
O -3.12 2.96 0.20
C 0.69 0.70 3.56
C -2.58 -0.58 0.96
C 1.48 -2.60 2.23
O -0.63 -2.74 -2.92
C 3.41 -0.61 -0.80
H -2.49 1.46 -1.02
H 0.70 -2.62 -1.24
O 0.93 -3.34 5.54
O 1.39 -3.52 3.35
C -1.86 2.35 0.26
O -4.40 -1.12 -3.15
C -0.26 1.81 -2.87
H 2.49 -0.78 -1.36
C -0.88 2.38 -4.93
H 3.62 2.76 -0.64
H -0.47 4.10 0.20
F -0.08 -1.21 -0.87
C -0.83 3.26 -0.40
H 1.09 -5.03 -2.31
C 1.25 -1.52 -2.94
H -1.03 0.08 2.50
H 3.52 0.77 0.91
H 1.69 -0.86 -2.19
H -2.19 0.43 0.98
H 2.22 2.02 -0.13
C 0.64 -2.76 -2.32
F 1.52 0.53 -1.05
H 1.56 -4.07 -3.83
O 0.63 -1.65 4.13
H 1.58 -0.51 5.19
C -2.79 1.59 -2.06
H 0.84 -2.67 0.02
F 0.48 1.42 1.01
O -1.97 2.38 -4.19
C 1.46 0.50 4.82
O 5.12 0.81 -0.31
O 6.71 0.00 -1.70
H 1.18 -4.17 0.76
O -3.03 -0.27 -1.44
H -3.01 0.65 -2.58
C 5.56 0.01 -1.29
C -2.15 -0.89 -0.54
H -2.22 -3.12 -0.18
H -1.22 3.75 -1.29
O -4.78 3.62 1.65
C -1.59 2.35 1.79
O 0.14 -0.82 -3.46
H 1.31 0.25 2.78
H 2.05 -1.75 -3.64
H -0.95 -2.30 -1.17
O 4.56 -0.84 -1.63

For the highest occupied orbital energy, the calculation gives -0.24819 hartree. As for the calculated total energy: -3611.77925 Eh. As for the net charge: -1. The calculation puts the maximum force at 13.11 eV/Å. The value obtained for the frontier orbital gap is 8.366 eV. As for the energy relative to the best compared isomer or geometry (same formula, charge and spin): 835.27 kcal/mol. The LUMO energy comes out at 1.61 eV. Its spin multiplicity is 1.

Entry 3:
Density functional theory data (ωB97M-V with the def2-TZVPD basis set) for a 14-piece molecular cluster, C28H42N14 overall.

Atoms and positions in Å:
H -2.61 -0.34 -0.10
C -0.28 1.32 7.43
C -0.52 -4.80 1.81
H -0.22 -2.18 -4.40
H 2.20 3.80 -2.36
H -1.59 3.88 -0.99
N 0.85 2.33 -5.65
C -2.60 0.65 -5.75
C -3.97 0.92 -0.92
H -4.25 -0.41 0.60
N -2.47 -1.50 2.93
H 3.90 -4.97 1.42
H 2.34 4.88 0.69
N 1.55 6.08 -4.50
C 0.49 2.58 -6.71
C -3.68 -0.38 -0.33
C 0.61 4.45 1.89
C -0.34 2.49 8.27
C 2.11 5.23 -3.91
H 3.55 -5.23 -0.36
H 3.71 0.19 -1.35
C 4.04 -4.62 0.40
N 5.89 -2.16 -0.89
H 0.16 0.61 8.13
H -3.23 -3.02 5.62
C -2.91 -1.76 3.95
C -1.61 -5.74 1.52
C -2.57 1.03 -4.37
H 3.64 4.39 -2.69
H -0.37 -0.23 1.88
H 3.38 -1.20 -2.49
C -3.44 -2.00 5.33
H 0.73 3.73 -8.57
C -0.69 -2.99 -2.60
H -1.09 -3.67 -4.60
H 1.22 -0.75 1.56
H -2.84 -1.36 5.97
H 0.20 2.06 -8.76
C 5.10 -1.46 -1.33
H -0.92 3.14 -8.09
N -2.45 -6.43 1.26
C 1.75 5.30 1.50
N -0.01 0.01 -1.45
C 0.09 -0.31 -0.32
C -2.65 5.26 -2.14
H 0.41 1.27 6.58
C 0.22 -0.75 1.13
H -3.45 1.61 -4.07
H 0.97 -5.13 6.49
H -0.18 -1.76 1.24
H -2.60 0.06 -3.88
H -0.75 -4.70 6.33
H 4.65 0.06 -2.76
H -1.32 1.07 7.23
N -0.36 3.45 8.92
H -3.83 -1.23 -0.99
C -0.34 -3.18 -3.98
H -1.64 1.56 -4.15
H 2.91 3.21 -3.86
C 0.64 -3.30 7.30
N -4.24 2.01 -1.34
N -0.25 3.71 2.23
H -0.33 -4.16 0.95
N -0.90 -2.92 -1.47
N 0.89 -2.58 8.16
C 0.15 2.93 -8.11
H 0.71 -4.14 5.30
H -0.79 -4.18 2.67
C 0.27 -4.32 6.28
H 0.57 -3.74 -4.18
C 3.25 -3.35 0.38
H 1.40 6.24 1.09
C 2.75 4.10 -3.25
H 2.44 5.36 2.35
C 4.13 -0.56 -2.03
N 2.64 -2.34 0.27
H -4.49 -1.78 5.51
N -3.63 5.75 -2.52
N -2.60 0.40 -6.87
C -1.38 4.65 -1.73
H 5.09 -4.46 0.15
H 0.37 -5.35 2.12
H -0.86 4.24 -2.60
H -0.71 5.46 -1.44

For the highest occupied orbital energy, the calculation gives -0.40617 hartree. As for the calculated total energy: -1858.49928 Eh. As for the net charge: 0. The calculation puts the maximum force at 5.46 eV/Å. The value obtained for the frontier orbital gap is 10.726 eV. As for the energy relative to the best compared isomer or geometry (same formula, charge and spin): 45.05 kcal/mol. The LUMO energy comes out at -0.33 eV. Its spin multiplicity is 1.

Entry 4:
Density functional theory data (ωB97M-V with the def2-TZVPD basis set) for C28H42N8O2PPtS as an isolated structure.

Atoms and positions in Å:
H -0.41 4.03 4.62
H 2.78 1.17 0.96
H 0.50 1.97 0.90
H -4.48 3.06 -2.36
C 2.46 -3.52 5.32
H 1.40 2.65 -2.69
C 1.46 -3.29 6.27
H -0.13 4.07 2.08
H -0.60 -2.77 6.52
C -2.93 1.81 -3.26
H -1.88 -1.28 -3.88
H -0.54 3.62 -0.75
H 3.46 -3.79 5.64
N -4.57 -2.27 0.81
H -1.50 -3.58 -2.94
C -0.10 -2.79 4.45
H -3.43 2.08 -4.19
S -2.05 -2.74 0.10
H 2.01 -0.71 -0.35
H 4.18 0.20 0.54
N -1.81 -2.32 2.91
H -0.08 1.78 5.77
N 0.60 0.85 2.63
C 2.97 2.93 -1.22
H 3.22 -0.38 -1.62
H 2.89 1.72 -2.99
H 2.97 -3.55 3.23
C -2.58 3.57 -1.47
N -0.76 1.99 -2.10
C -3.27 -2.35 1.30
N -3.13 -2.18 2.58
C 0.92 -3.01 3.45
H -0.55 -3.48 -5.10
H -3.04 0.74 -3.12
Pt -0.28 -1.42 1.00
C 2.55 0.08 -0.87
C 2.20 -3.39 3.97
H 4.63 2.66 0.17
H 1.62 0.02 -3.97
C 0.75 -1.77 -4.81
C 0.21 -2.94 5.81
H -0.97 1.43 -4.08
C 0.06 1.89 4.70
O 0.78 -2.95 2.18
C -1.43 2.12 -3.38
H -2.22 -2.49 4.92
C 0.39 2.04 1.97
H -1.28 3.14 -3.77
C -1.29 2.87 -1.04
C -1.48 -2.51 4.11
N 1.58 0.93 -1.55
H 1.66 -1.97 -5.38
O 1.10 -0.24 2.00
H 1.66 -3.39 7.33
C 2.18 2.07 -2.21
C 4.05 2.08 -0.55
C -1.24 -1.44 -2.99
H 4.75 1.73 -1.32
C 0.41 0.78 4.00
H 1.76 -1.41 -2.95
C 1.08 -0.87 -3.62
H 2.28 3.31 -0.46
C 0.11 -3.09 -4.32
H -4.70 -2.77 -0.05
C 3.41 0.86 0.13
H 3.42 3.79 -1.73
H 0.57 -0.20 4.42
C -0.13 3.14 4.06
N -0.76 0.07 -0.27
C -0.69 -2.86 -3.03
H -2.38 4.37 -2.20
H 0.89 -3.84 -4.16
H -3.82 1.84 -1.28
P -0.08 0.53 -1.55
H -0.06 -3.00 -2.14
H -1.85 -1.31 -2.10
H 0.06 -1.24 -5.47
H -5.26 -2.48 1.52
N -0.15 -0.46 -2.95
C 0.04 3.16 2.65
H -3.01 4.06 -0.59
C -3.56 2.56 -2.06
H -1.50 2.26 -0.16

For the highest occupied orbital energy (spin up / spin down), the calculation gives 0.09287 / -0.05882 hartree. As for the calculated total energy: -2539.44526 Eh. As for the net charge: -2. The calculation puts the maximum force at 2.23 eV/Å. The value obtained for the frontier orbital gap (spin up / spin down) is 1.849 / 5.965 eV. As for the energy relative to the best compared isomer or geometry (same formula, charge and spin): 25.95 kcal/mol. The LUMO energy (spin up / spin down) comes out at 4.38 / 4.36 eV. Its spin multiplicity is 2.

Entry 5:
Density functional theory data (ωB97M-V with the def2-TZVPD basis set) for C28H43B2F4N2O7P2Pd as an isolated structure.

Atoms and positions in Å:
H 0.45 3.67 -3.60
H -2.41 -1.44 3.51
C -3.55 -0.96 0.46
H 4.32 2.94 0.82
H 1.02 -4.23 0.04
H 0.95 -0.07 -3.59
C -1.72 0.71 5.06
H -3.09 -0.14 1.02
O 1.23 -1.75 1.47
H 3.22 0.98 4.90
C 2.26 2.31 0.52
C 2.47 1.09 4.12
H 4.65 -1.71 1.75
H -1.22 3.63 -3.03
H 4.02 -4.34 -0.57
H -0.83 3.09 -4.67
C -3.27 -0.25 -4.39
C -5.27 0.67 -0.39
C 0.84 0.97 -3.92
N -0.40 1.38 1.09
F -0.31 -4.46 -1.05
H 3.86 1.85 2.69
H -2.79 0.48 5.15
H -5.99 0.32 0.35
C -1.57 0.91 -3.14
H 0.08 1.75 -2.09
C 2.83 1.58 2.88
H -4.93 -1.30 -1.10
C 4.54 -3.55 -0.02
C -2.28 0.64 -1.96
F -2.17 -4.31 -2.40
O 2.46 -0.30 -1.25
O 2.93 -3.24 2.64
H -4.86 -1.12 -3.26
H -1.40 3.18 1.78
H -1.89 0.90 2.95
H 0.62 0.98 -4.99
P 2.22 -2.82 1.25
H -3.65 -0.61 -5.34
C 3.75 2.24 0.21
H 4.90 -3.96 0.93
F -0.13 -3.53 -3.14
H 2.24 4.38 1.17
C -3.95 -0.53 -3.22
C 1.16 0.72 4.38
H -2.96 2.84 -0.40
C -4.31 -0.46 -0.77
O 4.25 -1.82 -2.38
Pd 0.35 -1.01 -0.63
P 3.14 -1.64 -1.43
H 1.80 1.46 -3.76
H 0.68 3.83 0.54
C -2.09 0.46 -4.35
C -2.15 2.23 -0.04
H 3.91 2.52 -0.84
C -3.48 -0.10 -1.99
C -1.36 2.40 1.04
C -0.26 1.68 -3.12
H -1.54 0.65 -5.26
H -4.72 1.51 0.05
C 0.19 0.83 3.39
H -1.20 0.12 5.81
H -4.26 -1.45 1.14
B -0.62 0.52 -0.03
H -5.81 1.04 -1.26
H -1.58 1.77 5.29
C -0.48 3.10 -3.63
H 4.13 1.23 0.34
O 1.64 -4.22 0.80
F -1.25 -2.41 -1.48
O 1.91 -2.72 -1.61
O 4.32 -1.32 0.93
H -1.06 -1.38 2.37
C 0.57 1.32 2.13
C -1.24 0.37 3.65
B -0.99 -3.71 -2.04
H -0.75 -1.69 4.06
C 1.89 1.72 1.86
H 1.75 1.72 -0.25
N -1.74 1.08 -0.73
H 0.89 0.34 5.35
C -1.38 -1.12 3.37
C 1.76 3.76 0.41
H 2.01 4.17 -0.57
C 3.63 -2.35 0.22
H 2.97 -4.20 2.73
H 5.39 -3.22 -0.62
H -2.78 -1.68 0.19
H 1.50 -2.87 -2.48

For the highest occupied orbital energy, the calculation gives -0.19997 hartree. As for the calculated total energy: -2989.36209 Eh. As for the net charge: -1. The calculation puts the maximum force at 0.89 eV/Å. The value obtained for the frontier orbital gap is 7.870 eV. As for the energy relative to the best compared isomer or geometry (same formula, charge and spin): 0.00 kcal/mol. The LUMO energy comes out at 2.43 eV. Its spin multiplicity is 1.

Q: Which of these has the highest energy relative to the best compared isomer or geometry (same formula, charge and spin)?
A: C28H42F6O21P